--- i ---
{"formula": "C6H15NO", "method": "wB97M-V/def2-TZVPD", "elements": ["O", "N", "C", "C", "C", "C", "C", "C", "H", "H", "H", "H", "H", "H", "H", "H", "H", "H", "H", "H", "H", "H", "H"], "positions_angstrom": [[1.75048, -2.52850, -1.46407], [-0.35302, 1.27410, 1.10010], [0.73914, 0.61648, 0.37534], [-0.55527, -0.75456, -1.37849], [1.86477, -1.24537, -0.86096], [0.51848, -0.76471, -0.28837], [-1.18581, 0.38536, 1.89638], [-1.14278, 2.18349, 0.28084], [1.40091, -3.13993, -0.79554], [1.54781, 0.49475, 1.10910], [-0.60944, -1.72051, -1.89195], [-1.80941, 0.96648, 2.58506], [2.23814, -0.55057, -1.62049], [-0.35206, 0.01560, -2.12902], [-1.54786, -0.57261, -0.95851], [-0.49768, 2.91347, -0.22125], [-1.73638, 1.66797, -0.47873], [-1.85192, -0.23087, 1.28435], [-1.82711, 2.76496, 0.90954], [2.62052, -1.31470, -0.07077], [1.15224, 1.31050, -0.36987], [-0.57201, -0.27681, 2.51647], [0.20825, -1.49405, 0.47084]], "lumo_energy_ev": 0.8974, "charge": 0}

---

--- ii ---
{"formula": "C6H15NO", "method": "wB97M-V/def2-TZVPD", "elements": ["O", "N", "C", "C", "C", "C", "C", "C", "H", "H", "H", "H", "H", "H", "H", "H", "H", "H", "H", "H", "H", "H", "H"], "positions_angstrom": [[-1.50023, 1.46984, -0.25431], [-0.19646, 0.14009, 1.80152], [2.34443, 0.67055, 0.24986], [-2.75060, -0.71235, 0.34848], [1.40230, -0.54966, -1.72981], [-0.14278, -0.36287, 0.50008], [-1.25416, 0.10033, -0.33379], [1.10809, 0.42061, -0.59709], [2.63706, -0.23439, 0.78551], [-0.42591, -0.54345, 2.50787], [-2.98432, -0.35337, 1.35128], [-2.56637, -1.78530, 0.38167], [0.41005, 0.88353, 2.11157], [-3.58190, -0.48538, -0.31857], [0.03138, -1.44154, 0.43768], [2.24401, -0.19780, -2.33152], [1.65623, -1.53744, -1.34155], [3.18525, 0.98321, -0.37511], [-1.27984, -0.27836, -1.35128], [2.17428, 1.47401, 0.96553], [0.80306, 1.37724, -1.02601], [-1.87319, 1.60225, 0.63250], [0.55963, -0.63974, -2.41453]], "lumo_energy_ev": 0.9822, "charge": 0}

---

--- iii ---
{"formula": "C6H15NO", "method": "wB97M-V/def2-TZVPD", "elements": ["O", "N", "C", "C", "C", "C", "C", "C", "H", "H", "H", "H", "H", "H", "H", "H", "H", "H", "H", "H", "H", "H", "H"], "positions_angstrom": [[0.63082, -5.94507, -1.47139], [0.28594, -0.19862, 2.21417], [0.26936, 0.47825, -0.80387], [-1.09301, 2.54029, -0.66666], [1.51364, -0.11973, 1.38808], [-1.18530, 0.99533, -0.94035], [-1.94575, 3.16367, 0.11721], [1.17327, 0.97885, 0.27844], [2.18340, 1.26456, -0.21238], [-1.92442, 0.51444, -0.20491], [-1.61339, 0.54178, -1.96299], [-0.17741, -0.93676, 1.82792], [0.27830, -0.69136, -0.79179], [0.28554, -5.01711, -1.64350], [-1.75877, 4.16061, 0.41234], [-0.06746, 2.91925, -0.93102], [1.98449, -1.03165, 1.05176], [-2.84514, 2.84326, 0.55707], [0.74402, 0.69728, -1.82918], [0.81707, 1.88927, 0.54847], [-0.05734, -6.35888, -2.07461], [2.42844, 0.14916, 2.03143], [0.28124, -0.21296, 3.25622]], "lumo_energy_ev": 0.5704, "charge": 0}

---

It is i that is the most stable of them.

---

--- i ---
{"formula": "C6H15NO", "method": "wB97M-V/def2-TZVPD", "elements": ["O", "N", "C", "C", "C", "C", "C", "C", "H", "H", "H", "H", "H", "H", "H", "H", "H", "H", "H", "H", "H", "H", "H"], "positions_angstrom": [[0.04888, 1.37292, -1.20789], [-1.37176, -0.43220, -0.48681], [-0.25889, 0.60279, -0.07076], [-1.68474, -0.80965, -1.85958], [1.03237, -0.43357, 1.95205], [0.74114, -0.41972, 0.46083], [2.04022, -0.46691, -0.32775], [-0.87720, 1.56443, 0.92775], [2.66108, 0.42824, -0.14289], [-0.30932, -1.26263, -0.06544], [1.89676, -0.57747, -1.40554], [-2.37822, -0.08120, -2.27953], [-1.31901, 1.05595, 1.78256], [1.57813, 0.46350, 2.28387], [-2.16806, -0.41610, 0.14109], [2.63528, -1.33503, -0.04121], [0.12348, -0.52969, 2.54813], [-1.69067, 2.11194, 0.45139], [0.65850, 0.89104, -1.77663], [-0.10087, 2.24574, 1.26978], [-2.11731, -1.81475, -1.87816], [1.65222, -1.29631, 2.20381], [-0.79199, -0.86131, -2.47907]], "lumo_energy_ev": 0.8561, "charge": 0}

---

--- ii ---
{"formula": "C6H15NO", "method": "wB97M-V/def2-TZVPD", "elements": ["O", "N", "C", "C", "C", "C", "C", "C", "H", "H", "H", "H", "H", "H", "H", "H", "H", "H", "H", "H", "H", "H", "H"], "positions_angstrom": [[-0.38365, -2.02281, 1.63258], [-0.23667, -2.17842, -0.68286], [-0.96402, -1.59561, 0.43462], [-0.11950, 2.22712, 0.27819], [1.43079, 0.32541, 0.71018], [0.18417, 0.76209, -0.06211], [-1.06371, -0.05973, 0.32381], [0.47218, 0.66108, -1.56198], [1.24600, 0.32966, 1.78269], [-1.01971, 2.56080, -0.23324], [1.28945, 1.32817, -1.82858], [0.70445, 2.86714, -0.02963], [-1.41255, 0.27566, 1.30371], [-0.26732, 2.35322, 1.34862], [2.24748, 1.01627, 0.50867], [-2.00249, -1.97626, 0.50269], [-1.85149, 0.16862, -0.39763], [-0.40234, 0.94722, -2.14249], [1.74783, -0.66394, 0.38861], [0.54264, -1.75491, 1.62546], [0.75487, -0.35242, -1.82635], [-0.75282, -2.04008, -1.54386], [-0.14356, -3.17828, -0.53111]], "lumo_energy_ev": 0.8411, "charge": 0}

---

--- iii ---
{"formula": "C6H15NO", "method": "wB97M-V/def2-TZVPD", "elements": ["O", "N", "C", "C", "C", "C", "C", "C", "H", "H", "H", "H", "H", "H", "H", "H", "H", "H", "H", "H", "H", "H", "H"], "positions_angstrom": [[-4.53380, 1.10348, 2.36107], [1.57663, -2.02913, 0.04635], [0.64765, 0.03112, -0.83140], [-0.81915, -1.75517, 0.15132], [0.46785, -1.20632, -0.35668], [1.96733, 0.65331, -1.21046], [-0.55869, 0.95598, -0.93648], [2.44931, 1.58548, -0.10538], [-1.30624, 0.67775, -1.67128], [1.86183, 1.09186, -2.19995], [-1.00913, -2.80836, -0.08725], [-0.85058, -1.61965, 1.23636], [-5.10551, 1.08915, 3.14539], [-4.49112, 2.04348, 2.13363], [2.72955, -0.09827, -1.39828], [-0.23743, 1.92279, -1.31162], [2.45814, -1.64868, -0.25797], [-1.67320, -1.28156, -0.33982], [1.65145, 2.02034, 0.50723], [-1.02409, 1.05582, 0.03066], [3.02861, 1.06819, 0.64576], [3.06572, 2.41736, -0.43129], [1.64796, -2.27408, 1.02435]], "lumo_energy_ev": 0.8217, "charge": 0}

---

It is ii that is the most stable of them.

---

--- i ---
{"formula": "C6H15NO", "method": "wB97M-V/def2-TZVPD", "elements": ["O", "N", "C", "C", "C", "C", "C", "C", "H", "H", "H", "H", "H", "H", "H", "H", "H", "H", "H", "H", "H", "H", "H"], "positions_angstrom": [[2.52750, -3.14587, 1.18757], [0.43445, -2.36829, 1.35063], [-0.95349, 0.01964, -1.74999], [2.22702, -0.77902, 0.93461], [1.77172, -2.19807, 1.12944], [-0.84634, 0.85153, -0.45064], [0.14201, 2.03050, -0.56579], [-2.23079, 1.25935, 0.05823], [1.77761, -0.35545, 0.03677], [-2.74713, 1.83583, -0.71441], [0.13776, -3.31870, 1.50005], [-0.14389, -0.71228, -1.77457], [0.82868, 1.67937, -1.33884], [-0.41420, 0.14695, 0.26079], [-2.78998, 0.37872, 0.38325], [3.30420, -0.70541, 0.99397], [-1.93074, -0.45877, -1.74456], [-0.28013, 2.94465, -0.97035], [0.72053, 2.14030, 0.35313], [1.79270, -0.11570, 1.68454], [-0.98116, 0.62081, -2.66329], [-2.13380, 1.87382, 0.95590], [-0.21255, -1.62391, 1.14356]], "lumo_energy_ev": 0.7384, "charge": 0}

---

--- ii ---
{"formula": "C6H15NO", "method": "wB97M-V/def2-TZVPD", "elements": ["O", "N", "C", "C", "C", "C", "C", "C", "H", "H", "H", "H", "H", "H", "H", "H", "H", "H", "H", "H", "H", "H", "H"], "positions_angstrom": [[-0.04698, -1.97044, -0.55177], [1.23535, 0.53023, -0.92064], [2.40934, -0.30251, 0.32164], [-1.30005, 0.50497, -1.43838], [-0.17847, -0.88657, 0.36577], [-0.39370, 1.61543, 0.62879], [-1.11306, -1.20527, 1.48302], [-0.23898, 0.43231, -0.32351], [-1.40512, 1.66566, 1.03127], [-1.12527, -0.25815, -2.19820], [-2.17264, -1.27460, 1.15044], [1.48310, 1.46489, -1.24921], [-2.29294, 0.33516, -1.01137], [2.26664, 0.04277, 1.33464], [1.30283, -0.13736, -1.68464], [-1.06643, -0.44780, 2.26726], [-0.86170, -2.17170, 1.92516], [-1.32441, 1.47777, -1.93423], [-0.21434, 2.55820, 0.10409], [2.37123, -1.37759, 0.21882], [0.30696, 1.53205, 1.45865], [-0.92740, -2.27277, -0.83368], [3.28604, 0.14533, -0.14392]], "lumo_energy_ev": 0.8127, "charge": 0}

---

It is i that is the most stable of them.

---

--- i ---
{"formula": "C6H15NO", "method": "wB97M-V/def2-TZVPD", "elements": ["O", "N", "C", "C", "C", "C", "C", "C", "H", "H", "H", "H", "H", "H", "H", "H", "H", "H", "H", "H", "H", "H", "H"], "positions_angstrom": [[2.10843, -2.75403, 0.40117], [0.33252, 0.57668, 0.36997], [-1.09059, 0.68617, 0.12401], [-1.51352, 1.68141, -0.97458], [0.70945, 1.38764, 1.57144], [0.53543, -0.88209, 0.73665], [-2.37113, 1.06935, -2.09751], [1.56498, -1.63757, -0.18189], [1.63591, 1.08096, 2.01774], [-1.51434, -0.30747, -0.30446], [-1.61632, 0.91629, 1.16803], [2.44650, -0.93543, -0.65650], [-3.19419, 1.57367, -2.41901], [1.47153, -3.23065, 0.95389], [0.84435, -2.02536, -0.97132], [0.62598, -1.16940, 1.80765], [-2.66291, 0.06698, -2.04708], [-2.13930, 2.41610, -0.45516], [1.07343, 2.32673, 1.38790], [-1.85965, 1.09188, -2.98109], [-0.52117, -1.29267, 0.59521], [-0.63114, 2.24245, -1.32334], [-0.16149, 1.41187, 2.35971]], "lumo_energy_ev": 0.9781, "charge": 0}

---

--- ii ---
{"formula": "C6H15NO", "method": "wB97M-V/def2-TZVPD", "elements": ["O", "N", "C", "C", "C", "C", "C", "C", "H", "H", "H", "H", "H", "H", "H", "H", "H", "H", "H", "H", "H", "H", "H"], "positions_angstrom": [[-2.11267, 0.43288, -2.38126], [3.19357, 0.35243, 0.28847], [-2.38701, -0.85200, -1.82441], [1.08870, 0.65793, 1.64124], [0.30253, -0.48771, 1.01217], [2.14282, 1.29378, 0.73284], [-0.65816, 0.04117, -0.08369], [-1.68519, -1.03145, -0.44724], [3.38435, -0.37383, 0.96090], [-2.45119, -1.02364, 0.32791], [0.42297, 1.43018, 2.03877], [-3.44147, -1.02314, -1.69582], [-2.84149, 1.05363, -2.29091], [-0.07700, 0.38292, -0.93590], [2.95449, -0.01744, -0.61584], [-0.25301, -0.99146, 1.80306], [-1.17511, 0.90040, 0.32392], [1.57888, 0.27940, 2.55529], [-1.91680, -1.52220, -2.52705], [0.95868, -1.19369, 0.50873], [-1.23804, -2.02851, -0.38172], [1.58981, 1.55856, -0.16155], [2.62034, 2.16182, 1.15211]], "lumo_energy_ev": 0.8858, "charge": 0}

---

--- iii ---
{"formula": "C6H15NO", "method": "wB97M-V/def2-TZVPD", "elements": ["O", "N", "C", "C", "C", "C", "C", "C", "H", "H", "H", "H", "H", "H", "H", "H", "H", "H", "H", "H", "H", "H", "H"], "positions_angstrom": [[-1.60575, 1.75549, -0.59387], [0.31803, -0.22608, -0.17580], [-1.11957, 0.94860, -1.67307], [0.50486, 1.57131, 1.71636], [0.39283, -1.64747, -0.36182], [0.28666, 0.53548, -1.41864], [-0.55198, -2.30539, 0.63533], [1.22121, 0.45858, 0.80657], [-1.58717, -2.32383, 0.36944], [2.00667, 0.93007, 0.21713], [-0.23204, -3.27980, 1.02727], [-1.47346, 1.21663, 0.20520], [0.56812, 1.61857, 2.80525], [-0.64815, -1.74634, 1.62301], [-1.80129, 0.08594, -1.77302], [0.09692, -1.94159, -1.43017], [-0.59468, 1.46219, 1.58437], [1.38578, -2.26836, -0.18809], [1.54861, -0.35305, 1.59589], [0.98630, 1.30521, -1.39808], [0.83575, 2.62739, 1.37975], [-1.13389, 1.64403, -2.58359], [0.59624, -0.06756, -2.36945]], "lumo_energy_ev": 1.0780, "charge": 0}

---

--- iv ---
{"formula": "C6H15NO", "method": "wB97M-V/def2-TZVPD", "elements": ["O", "N", "C", "C", "C", "C", "C", "C", "H", "H", "H", "H", "H", "H", "H", "H", "H", "H", "H", "H", "H", "H", "H"], "positions_angstrom": [[2.68245, 0.18622, -1.17948], [0.53567, 0.60815, -0.47977], [-1.28603, -1.12454, -0.56864], [-0.83677, 0.26592, -0.09467], [2.01733, -0.80670, 0.91555], [-0.98653, 0.37327, 1.42851], [-1.74028, 1.32360, -0.74067], [1.59722, -0.38563, -0.49338], [-2.77118, 1.18883, -0.42392], [-1.70381, 1.24969, -1.82616], [-0.56515, 1.31434, 1.77066], [0.52041, 1.01774, -1.40927], [-0.72328, -1.91025, -0.07090], [1.35020, -1.28347, -1.08733], [-0.48052, -0.43920, 1.93831], [-2.34001, -1.26502, -0.34277], [2.94098, 0.98331, -0.70089], [1.31302, -1.51305, 1.34218], [-2.03873, 0.34127, 1.69966], [2.99221, -1.28558, 0.85700], [2.08411, 0.06774, 1.55815], [-1.41343, 2.31847, -0.44857], [-1.14789, -1.22512, -1.64361]], "lumo_energy_ev": 0.8924, "charge": 0}

---

It is iv that is the most stable of them.